{
  "formula": "C15H23N2O3",
  "method": "ωB97M-V/def2-TZVPD",
  "de_lowest_ev": 0.717,
  "smiles": "COc1ccc(OCCC(=O)N2CC[NH+](C)CC2)cc1",
  "e_tot_ev": -25044.475,
  "charge": 1,
  "gap_ha": 0.282,
  "elements": ["C", "H", "O", "C", "C", "C", "C", "C", "C", "H", "H", "O", "C", "C", "C", "O", "N", "C", "H", "C", "N", "H", "C", "H", "H", "H", "C", "C", "H", "H", "H", "H", "H", "H", "H", "H", "H", "H", "H", "H", "H", "H", "H"],
  "positions_angstrom": [[5.348, -2.806, -1.421], [5.224, -2.923, -0.339], [4.134, -3.010, -2.106], [3.099, -2.171, -1.870], [1.941, -2.401, -2.614], [0.822, -1.610, -2.461], [0.836, -0.559, -1.551], [1.985, -0.324, -0.807], [3.107, -1.119, -0.958], [3.983, -0.899, -0.369], [2.006, 0.507, -0.117], [-0.239, 0.278, -1.306], [-1.269, 0.318, -2.278], [-2.190, 1.505, -1.974], [-2.974, 1.242, -0.709], [-3.996, 0.597, -0.712], [-2.504, 1.771, 0.472], [-1.181, 2.261, 0.750], [-0.619, 2.400, -0.171], [-0.419, 1.243, 1.606], [-1.168, 0.927, 2.849], [-1.281, 1.806, 3.370], [-0.436, -0.028, 3.696], [-0.993, -0.227, 4.610], [-0.299, -0.964, 3.156], [0.542, 0.371, 3.959], [-2.532, 0.442, 2.512], [-3.254, 1.497, 1.676], [-4.235, 1.119, 1.377], [-3.385, 2.423, 2.247], [-3.081, 0.234, 3.431], [-2.436, -0.480, 1.935], [0.564, 1.635, 1.870], [-0.295, 0.325, 1.026], [-1.253, 3.224, 1.272], [-1.622, 2.432, -1.937], [-2.918, 1.569, -2.783], [-0.836, 0.437, -3.278], [-1.859, -0.608, -2.253], [-0.052, -1.822, -3.054], [1.941, -3.216, -3.320], [5.770, -1.821, -1.638], [6.024, -3.576, -1.789]],
  "nbo_charge": [-0.25, 0.17, -0.48, 0.30, -0.22, -0.26, 0.24, -0.20, -0.30, 0.23, 0.19, -0.55, -0.05, -0.52, 0.70, -0.59, -0.45, -0.23, 0.26, -0.25, -0.34, 0.43, -0.42, 0.24, 0.24, 0.24, -0.24, -0.25, 0.29, 0.20, 0.24, 0.24, 0.23, 0.26, 0.20, 0.22, 0.27, 0.20, 0.19, 0.23, 0.24, 0.18, 0.21]
}



{
  "formula": "C15H23N5O2",
  "method": "ωB97M-V/def2-TZVPD",
  "de_lowest_ev": 2.207,
  "smiles": "CCN(CC)CCCNC(=O)Cn1ncn2cccc2c1=O",
  "e_tot_ev": -27473.907,
  "gap_ha": 0.342,
  "elements": ["C", "H", "H", "H", "C", "N", "C", "H", "H", "C", "H", "H", "H", "C", "H", "C", "C", "N", "C", "O", "C", "N", "N", "C", "N", "C", "C", "C", "C", "C", "O", "H", "H", "H", "H", "H", "H", "H", "H", "H", "H", "H", "H", "H", "H"],
  "positions_angstrom": [[3.409, 0.854, -1.262], [3.476, 1.875, -0.895], [3.616, 0.855, -2.329], [4.171, 0.260, -0.764], [2.025, 0.264, -0.970], [0.901, 0.909, -1.631], [0.729, 2.299, -1.231], [1.433, 2.960, -1.764], [0.949, 2.363, -0.163], [-0.692, 2.800, -1.460], [-0.776, 3.817, -1.084], [-1.404, 2.180, -0.923], [-0.944, 2.808, -2.517], [0.884, 0.712, -3.080], [1.042, 1.666, -3.599], [-0.425, 0.085, -3.580], [-0.663, -1.299, -2.986], [-1.008, -1.186, -1.587], [-1.936, -1.963, -1.016], [-2.531, -2.850, -1.593], [-2.234, -1.648, 0.458], [-1.124, -1.092, 1.192], [-0.212, -1.975, 1.618], [0.803, -1.585, 2.282], [1.014, -0.266, 2.594], [2.013, 0.353, 3.267], [1.744, 1.700, 3.297], [0.535, 1.917, 2.617], [0.091, 0.686, 2.183], [-1.070, 0.278, 1.424], [-1.939, 1.019, 1.003], [0.036, 2.851, 2.457], [2.353, 2.452, 3.759], [2.837, -0.200, 3.674], [1.519, -2.320, 2.612], [-2.555, -2.576, 0.936], [-3.047, -0.917, 0.488], [-0.567, -0.400, -1.119], [-1.490, -1.809, -3.489], [0.236, -1.918, -3.100], [-0.369, 0.002, -4.667], [-1.271, 0.723, -3.328], [1.702, 0.045, -3.367], [2.013, -0.792, -1.254], [1.846, 0.321, 0.108]],
  "nbo_charge": [-0.64, 0.21, 0.20, 0.21, -0.20, -0.49, -0.21, 0.16, 0.20, -0.62, 0.21, 0.24, 0.20, -0.22, 0.19, -0.41, -0.22, -0.64, 0.67, -0.63, -0.32, -0.25, -0.22, 0.21, -0.33, -0.05, -0.27, -0.24, 0.00, 0.62, -0.61, 0.24, 0.23, 0.22, 0.21, 0.24, 0.26, 0.44, 0.23, 0.18, 0.21, 0.21, 0.19, 0.20, 0.19]
}